# 1
A cluster of 7 separate species, C10H35N13O7 in total at a distorted geometry, computed with ωB97M-V/def2-TZVPD.

Each line ends with the natural charge from an NBO analysis.
Cartesian coordinates (Å):
1 C -6.50 -2.49 -2.01  -0.27
2 O -5.26 -3.10 -2.49  -0.54
3 C -4.19 -2.99 -1.62  -0.06
4 C -2.99 -3.79 -2.10  -0.07
5 C -3.17 -5.29 -2.08  -0.62
6 N -1.83 -3.23 -1.38  -0.80
7 H -7.15 -2.26 -2.86  0.20
8 H -6.43 -1.66 -1.30  0.18
9 H -7.02 -3.15 -1.32  0.17
10 H -3.90 -1.94 -1.49  0.17
11 H -4.60 -3.34 -0.67  0.15
12 H -2.79 -3.65 -3.17  0.18
13 H -3.39 -5.60 -1.06  0.20
14 H -2.15 -5.62 -2.27  0.20
15 H -3.80 -5.63 -2.90  0.23
16 H -2.22 -3.08 -0.46  0.34
17 H -1.27 -4.06 -1.25  0.34
18 N 6.01 6.74 2.74  -0.82
19 C 6.65 7.65 2.06  0.74
20 N 6.54 7.45 0.79  -0.83
21 O 7.26 8.58 2.51  -0.67
22 H 5.52 6.03 2.22  0.39
23 H 5.99 6.82 3.74  0.41
24 H 7.16 7.92 0.14  0.41
25 H 5.80 6.83 0.52  0.38
26 N -0.24 -4.72 4.93  -0.83
27 C -0.90 -3.65 5.22  0.74
28 N -1.29 -3.80 6.44  -0.82
29 O -1.21 -2.68 4.57  -0.67
30 H 0.24 -4.61 4.05  0.41
31 H -0.18 -5.45 5.63  0.39
32 H -1.07 -4.64 6.95  0.37
33 H -1.90 -3.06 6.77  0.41
34 N 0.39 2.45 0.29  -0.84
35 C 1.47 2.60 -0.43  0.75
36 N 1.76 1.56 -1.20  -0.84
37 O 2.21 3.54 -0.34  -0.68
38 H 0.30 3.21 0.94  0.43
39 H -0.20 1.71 -0.06  0.40
40 H 2.57 1.67 -1.80  0.41
41 H 1.22 0.70 -1.19  0.38
42 N 5.12 -4.58 -6.42  -0.85
43 C 4.49 -4.15 -5.32  0.75
44 N 3.35 -3.58 -5.56  -0.83
45 O 4.89 -4.31 -4.18  -0.67
46 H 6.06 -4.95 -6.35  0.40
47 H 4.88 -4.31 -7.37  0.38
48 H 2.97 -3.28 -4.67  0.42
49 H 3.11 -3.25 -6.48  0.39
50 N -3.79 3.51 -4.10  -0.82
51 C -5.08 3.52 -4.16  0.73
52 N -5.44 2.75 -5.09  -0.79
53 O -5.82 4.37 -3.65  -0.68
54 H -3.37 4.42 -3.95  0.41
55 H -3.28 2.81 -4.62  0.37
56 H -4.74 2.27 -5.63  0.37
57 H -6.38 2.70 -5.46  0.41
58 N 2.59 3.50 8.12  -0.84
59 C 1.98 3.47 6.97  0.75
60 N 2.06 2.24 6.55  -0.82
61 O 1.31 4.36 6.36  -0.66
62 H 2.35 4.15 8.86  0.41
63 H 3.42 2.93 8.22  0.39
64 H 2.42 1.46 7.08  0.38
65 H 1.49 1.95 5.76  0.40

Values from the calculation:
- HOMO-LUMO gap: 0.3480 Ha
- SMILES: COC[C@H](C)N.NC(N)=O.NC(N)=O.NC(N)=O.NC(N)=O.NC(N)=O.NC(N)=O
- LUMO energy: 0.2 eV
- Highest occupied orbital energy: -9.30 eV
- Maximum force: 8.3 eV/Å
- DFT total energy: -44641.7425 eV
- Energy relative to the best compared isomer or geometry (same formula, charge and spin): 151.9 kcal/mol


# 2
A cluster of 7 separate species, C10H35NO7 in total at a distorted geometry, computed with ωB97M-V/def2-TZVPD.

Each line ends with the natural charge from an NBO analysis.
Cartesian coordinates (Å):
1 C 4.02 3.03 4.96  -0.25
2 O 3.14 2.07 4.44  -0.56
3 C 3.76 1.32 3.34  -0.08
4 C 2.72 0.56 2.51  -0.08
5 C 3.32 -0.15 1.38  -0.62
6 N 1.64 1.47 2.11  -0.84
7 H 4.23 3.81 4.20  0.16
8 H 4.96 2.59 5.28  0.16
9 H 3.59 3.49 5.85  0.20
10 H 4.40 1.95 2.71  0.17
11 H 4.37 0.58 3.85  0.18
12 H 2.20 -0.16 3.15  0.19
13 H 3.72 0.65 0.73  0.20
14 H 2.61 -0.77 0.85  0.23
15 H 4.18 -0.75 1.64  0.22
16 H 1.29 1.85 2.96  0.39
17 H 1.98 2.18 1.48  0.36
18 C -2.20 -2.43 1.12  -0.25
19 O -2.84 -1.20 0.68  -0.76
20 H -1.46 -2.21 1.93  0.18
21 H -2.94 -3.05 1.61  0.18
22 H -1.78 -2.94 0.26  0.15
23 H -2.18 -0.51 0.79  0.50
24 C -3.42 -1.88 -2.71  -0.27
25 O -2.19 -1.35 -3.21  -0.78
26 H -3.70 -2.82 -3.23  0.16
27 H -3.39 -2.01 -1.60  0.20
28 H -4.19 -1.16 -2.89  0.19
29 H -1.44 -1.88 -2.84  0.50
30 C -2.52 2.76 0.05  -0.24
31 O -2.47 3.25 -1.25  -0.76
32 H -1.53 2.79 0.56  0.14
33 H -3.18 3.41 0.60  0.16
34 H -2.85 1.73 0.16  0.15
35 H -2.29 2.48 -1.84  0.49
36 C -0.50 -4.48 -2.33  -0.25
37 O 0.01 -3.23 -2.81  -0.73
38 H -1.45 -4.77 -2.79  0.17
39 H 0.19 -5.30 -2.48  0.18
40 H -0.74 -4.20 -1.35  0.19
41 H 0.18 -3.36 -3.75  0.47
42 C 0.03 0.11 -0.66  -0.27
43 O -0.30 0.14 0.76  -0.80
44 H 0.76 -0.66 -0.92  0.16
45 H -0.91 -0.23 -1.10  0.18
46 H 0.29 1.07 -1.07  0.18
47 H 0.48 0.50 1.23  0.50
48 C -1.04 1.44 -3.96  -0.24
49 O -1.91 1.41 -2.88  -0.75
50 H -1.23 2.36 -4.46  0.18
51 H 0.01 1.38 -3.66  0.15
52 H -1.23 0.60 -4.60  0.18
53 H -2.23 0.51 -2.76  0.51

Values from the calculation:
- HOMO-LUMO gap: 0.3377 Ha
- SMILES: COC[C@H](C)N.CO.CO.CO.CO.CO.CO
- LUMO energy: 0.5 eV
- Highest occupied orbital energy: -8.71 eV
- Maximum force: 2.4 eV/Å
- DFT total energy: -26757.0771 eV
- Energy relative to the best compared isomer or geometry (same formula, charge and spin): 0.0 kcal/mol


# 3
A structure of composition C10H36F2InNO14S2 at a distorted geometry, computed with ωB97M-V/def2-TZVPD.

Each line ends with the natural charge from an NBO analysis.
Cartesian coordinates (Å):
1 In -0.27 -1.33 -3.16  0.93
2 O 5.92 -1.47 -3.75  -0.33
3 C 5.47 -1.20 -2.44  -0.13
4 C 3.98 -1.61 -2.00  -0.09
5 O 2.99 -1.51 -2.96  -0.39
6 H 5.62 -0.15 -2.19  0.26
7 H 6.16 -1.72 -1.77  0.19
8 H 3.67 -1.29 -1.01  0.21
9 H 4.03 -2.69 -1.82  0.28
10 N -0.74 -0.39 -0.46  -1.14
11 S -0.11 -0.23 0.87  2.41
12 O -0.28 -1.39 1.77  -0.94
13 O 0.13 1.09 1.47  -0.89
14 F 1.42 -0.51 0.43  -0.53
15 S -2.19 0.39 0.04  2.35
16 O -2.24 1.84 0.06  -0.86
17 O -2.97 -0.38 0.99  -0.84
18 F -2.95 0.11 -1.42  -0.52
19 C -0.93 2.91 -3.46  -0.25
20 O -1.42 1.58 -3.34  -0.76
21 H -0.34 3.05 -2.56  0.19
22 H -0.32 3.05 -4.35  0.17
23 H -1.74 3.64 -3.44  0.18
24 H -2.37 1.72 -3.39  0.49
25 C 0.83 4.77 1.16  -0.24
26 O -0.02 4.32 0.14  -0.76
27 H 1.31 3.85 1.48  0.18
28 H 1.51 5.52 0.75  0.17
29 H 0.23 5.30 1.90  0.16
30 H -0.39 3.45 0.27  0.49
31 C 1.96 1.97 -1.84  -0.26
32 O 1.47 1.23 -2.98  -0.75
33 H 1.46 1.85 -0.89  0.21
34 H 2.98 1.60 -1.76  0.16
35 H 2.17 3.02 -2.09  0.18
36 H 2.10 1.46 -3.67  0.47
37 C -2.85 -3.25 -1.10  -0.24
38 O -2.23 -3.50 -2.33  -0.76
39 H -2.12 -2.63 -0.58  0.20
40 H -3.77 -2.74 -1.37  0.17
41 H -3.18 -4.16 -0.60  0.17
42 H -2.87 -3.84 -2.97  0.48
43 C 1.50 -3.01 4.47  -0.28
44 O 2.02 -2.14 5.52  -0.74
45 H 1.19 -4.02 4.73  0.18
46 H 0.69 -2.62 3.85  0.21
47 H 2.26 -3.13 3.70  0.17
48 H 2.49 -2.67 6.17  0.48
49 C -4.23 3.37 -2.15  -0.26
50 O -4.37 3.25 -3.53  -0.74
51 H -4.13 4.45 -2.07  0.17
52 H -5.09 3.06 -1.56  0.17
53 H -3.34 2.84 -1.81  0.19
54 H -5.31 3.16 -3.73  0.47
55 C -0.88 -5.02 1.46  -0.24
56 O 0.33 -4.39 1.40  -0.74
57 H -1.69 -4.47 1.94  0.17
58 H -1.24 -5.25 0.46  0.14
59 H -0.84 -6.00 1.93  0.17
60 H 0.22 -3.44 1.50  0.50
61 C 0.05 1.02 5.31  -0.25
62 O 0.42 -0.03 6.12  -0.74
63 H -0.01 0.69 4.27  0.17
64 H -0.81 1.61 5.64  0.17
65 H 0.82 1.77 5.11  0.14
66 H 0.80 -0.76 5.63  0.50

Values from the calculation:
- HOMO-LUMO gap: 0.1562 Ha
- LUMO energy: -4.6 eV
- Highest occupied orbital energy: -8.87 eV
- Maximum force: 11.8 eV/Å
- DFT total energy: -73374.6612 eV
- Energy relative to the best compared isomer or geometry (same formula, charge and spin): 0.0 kcal/mol